Molecular formula: C3H6N2
Method: DFT, wB97M-V/def2-TZVPD

The geometry in ORCA input format:
```
! wB97M-V def2-TZVPD RIJCOSX def2/J DEFGRID3
* xyz 0 1
N -2.224 -0.038 -0.975
C -1.181 -0.023 -0.146
C 1.047 0.029 0.299
C 2.364 0.058 0.321
N 0.042 0.010 -0.528
H -3.155 -0.085 -0.604
H -2.111 -0.046 -1.979
H -0.791 -0.017 1.378
H 0.170 -0.039 1.581
H 2.907 0.067 1.254
H 2.931 0.084 -0.601
*
```

LUMO level in eV: 0.737
Orbital gap in eV: 9.17
E_tot in eV: -6184.3046
ΔE to the lowest compared entry with this formula, charge and spin in kJ/mol: 409.1